<P>
This record from the Open Molecules 2025 dataset describes a 2-piece molecular cluster, C4H10N2 overall. The level of theory is wB97M-V/def2-TZVPD.

Values from the calculation:
Kohn-Sham gap: 10.81 eV

```
16
C4H10N2 (wB97M-V/def2-TZVPD)
C -2.269 0.467 -0.397
C -2.468 -0.570 1.622
N -2.419 0.563 1.067
H -2.232 1.476 -0.804
H -3.075 -0.116 -0.828
H -1.317 0.038 -0.724
H -2.658 -0.638 2.687
H -2.362 -1.505 1.063
C 3.184 0.490 -0.837
C 1.327 -0.465 0.155
N 2.521 -0.099 0.316
H 3.055 -0.097 -1.760
H 4.254 0.556 -0.668
H 2.765 1.468 -1.076
H 0.855 -0.973 0.993
H 0.839 -0.595 -0.812
```

<Q>
This record from the Open Molecules 2025 dataset describes the molecule C4H10N2. The level of theory is wB97M-V/def2-TZVPD.

Values from the calculation:
Kohn-Sham gap: 9.08 eV

```
16
C4H10N2 (wB97M-V/def2-TZVPD)
C 1.303 -1.204 0.666
C 1.401 0.224 0.245
C 0.437 0.586 -0.921
N -0.862 -0.008 -0.842
C -1.955 0.675 -0.295
N -2.973 0.167 0.237
H 1.824 -1.962 0.098
H 1.661 -1.363 1.737
H 0.208 -1.463 0.726
H 2.470 0.671 0.058
H 1.096 0.863 1.058
H 0.309 1.675 -0.821
H 0.879 0.483 -1.952
H -1.039 -1.051 -1.224
H -1.634 1.662 -0.007
H -3.125 0.043 1.237
```

<R>
This record from the Open Molecules 2025 dataset describes a 3-piece molecular cluster, C4H10N2 overall. The level of theory is wB97M-V/def2-TZVPD.

Values from the calculation:
Kohn-Sham gap: 3.07 eV

```
16
C4H10N2 (wB97M-V/def2-TZVPD)
C 2.566 -1.611 0.597
C -0.831 2.130 -1.111
C -0.998 0.772 -1.377
C -0.428 -0.521 1.250
N -2.036 -0.033 -1.358
N 2.321 -0.449 0.967
H 3.570 -1.928 0.896
H 1.897 -2.218 -0.018
H 0.165 2.542 -1.122
H -1.685 2.740 -0.842
H -0.506 0.550 1.408
H -1.369 -0.968 0.905
H -0.095 0.258 -1.716
H -2.841 0.471 -0.955
H 0.252 -0.664 0.405
H 0.019 -1.070 2.073
```

Which one is most stable, and which one is least stable? <P> is the most stable of them, while <R> is the least stable.

<P>
This record from the Open Molecules 2025 dataset describes a 2-piece molecular cluster, C4H10N2 overall. The level of theory is wB97M-V/def2-TZVPD.

Values from the calculation:
Kohn-Sham gap: 9.43 eV

```
16
C4H10N2 (wB97M-V/def2-TZVPD)
C 3.446 -3.356 1.496
C 2.440 -4.007 0.928
N 1.756 -3.459 -0.221
H 3.800 -2.384 1.179
H 3.950 -3.845 2.323
H 2.435 -5.091 1.010
H 2.327 -3.568 -1.044
H 0.872 -3.943 -0.273
C -2.007 4.732 -0.869
C -2.174 3.486 -0.428
N -3.277 2.712 -0.794
H -2.790 5.110 -1.521
H -1.096 5.283 -0.712
H -1.417 3.029 0.195
H -4.172 3.166 -0.717
H -3.287 1.797 -0.376
```

<Q>
This record from the Open Molecules 2025 dataset describes the molecule C4H10N2. The level of theory is wB97M-V/def2-TZVPD.

Values from the calculation:
Kohn-Sham gap: 10.11 eV

```
16
C4H10N2 (wB97M-V/def2-TZVPD)
C -2.311 -0.032 0.856
C -1.117 -0.863 1.320
C 0.067 -0.783 0.327
N 2.340 0.617 -1.067
C 0.943 0.922 -1.122
N 0.020 0.255 -0.629
H -2.607 -0.391 -0.127
H -3.115 0.031 1.591
H -2.045 1.026 0.792
H -0.855 -0.561 2.343
H -1.382 -1.904 1.478
H -0.034 -1.752 -0.192
H 1.065 -0.881 0.777
H 2.827 1.379 -0.648
H 2.604 -0.295 -0.718
H 0.783 1.755 -1.802
```

Which one is most stable, and which one is least stable? <Q> is the most stable of them, while <P> is the least stable.

<P>
This record from the Open Molecules 2025 dataset describes a 2-piece molecular cluster, C4H10N2 overall. The level of theory is wB97M-V/def2-TZVPD.

Values from the calculation:
Kohn-Sham gap: 9.11 eV

```
16
C4H10N2 (wB97M-V/def2-TZVPD)
C -1.424 1.423 -1.443
C -1.067 0.148 -1.253
N -1.065 -0.816 -2.246
H -1.860 1.741 -2.380
H -1.475 2.154 -0.657
H -0.339 0.026 -0.454
H -1.362 -0.519 -3.160
H -1.326 -1.748 -1.980
C 1.944 0.842 1.668
C 0.991 -0.030 1.997
N 0.757 -1.292 1.499
H 2.549 0.760 0.770
H 2.087 1.734 2.252
H 0.315 0.258 2.791
H 1.088 -1.566 0.592
H -0.048 -1.757 1.870
```

<Q>
This record from the Open Molecules 2025 dataset describes a 2-piece molecular cluster, C4H10N2 overall. The level of theory is wB97M-V/def2-TZVPD.

Values from the calculation:
Kohn-Sham gap: 9.19 eV

```
16
C4H10N2 (wB97M-V/def2-TZVPD)
C 0.206 -1.226 1.892
C -1.100 -1.288 2.115
N -1.494 -1.914 3.287
H 0.962 -1.518 2.564
H 0.756 -0.544 1.147
H -1.846 -0.833 1.405
H -0.814 -2.202 3.911
H -2.390 -2.456 3.399
C 1.861 2.051 -2.798
C 1.033 1.110 -2.539
N -0.340 1.388 -2.127
H 1.765 3.105 -2.519
H 2.899 1.943 -2.985
H 1.306 0.034 -2.443
H -1.006 1.817 -2.678
H -0.802 0.456 -1.941
```

Which one is most stable, and which one is least stable? <P> is the most stable of them, while <Q> is the least stable.

<P>
This record from the Open Molecules 2025 dataset describes a 2-piece molecular cluster, H3N3O2S overall. The level of theory is wB97M-V/def2-TZVPD.

Values from the calculation:
Kohn-Sham gap: 8.83 eV

```
9
H3N3O2S (wB97M-V/def2-TZVPD)
N 0.957 -0.982 1.452
N 0.627 -0.575 0.357
N -1.163 0.548 -0.741
O 1.433 -0.791 -0.771
O -0.385 0.752 -1.642
S -1.754 1.807 0.231
H -2.474 1.092 1.022
H 1.930 -1.438 1.523
H 0.829 -0.412 -1.432
```

<Q>
This record from the Open Molecules 2025 dataset describes the molecule H3N3O2S. The level of theory is wB97M-V/def2-TZVPD.

Values from the calculation:
Kohn-Sham gap (spin up / spin down): 7.24 / 7.21 eV

```
9
H3N3O2S (wB97M-V/def2-TZVPD)
N 2.287 0.523 -0.327
N -1.513 0.826 -0.359
N -0.621 -0.125 0.129
O 2.177 1.072 0.716
O 1.156 -1.638 0.426
S 0.675 -0.500 -0.650
H -2.180 1.209 0.333
H -2.287 0.544 -1.021
H 0.307 -1.909 0.753
```

<R>
This record from the Open Molecules 2025 dataset describes a 2-piece molecular cluster, H3N3O2S overall. The level of theory is wB97M-V/def2-TZVPD.

Values from the calculation:
Kohn-Sham gap (spin up / spin down): 8.06 / 8.07 eV

```
9
H3N3O2S (wB97M-V/def2-TZVPD)
N 0.844 0.928 -0.375
N 0.656 -0.363 -0.504
N -1.319 -0.357 -0.124
O 1.223 -0.994 0.632
O -1.805 -1.464 -0.282
S -1.819 1.096 0.379
H 0.449 1.568 -0.957
H 1.075 1.353 0.459
H 0.696 -1.767 0.772
```

Which one is most stable, and which one is least stable? <P> is the most stable of them, while <R> is the least stable.

<P>
This record from the Open Molecules 2025 dataset describes a 3-piece molecular cluster, C4H17N2O2 overall. The level of theory is wB97M-V/def2-TZVPD.

Values from the calculation:
net charge: +2
<S²>: 0.756
Kohn-Sham gap (spin up / spin down): 12.16 / 6.23 eV
multiplicity: 2

```
25
C4H17N2O2 (wB97M-V/def2-TZVPD)
C -1.258 1.113 1.488
C -1.987 0.444 0.298
C -1.111 -0.420 -0.627
C 0.435 -0.234 -2.608
N -0.206 0.370 -1.366
N 0.078 1.762 1.285
H -1.052 0.271 2.183
H -1.870 1.838 2.060
H -2.693 -0.214 0.876
H -2.655 1.133 -0.223
H -1.870 -1.110 -1.278
H -0.778 -1.353 -0.147
H 1.549 -0.211 -2.480
H 0.360 0.478 -3.422
H 0.129 -1.239 -2.886
H -0.778 1.037 -1.909
H 0.242 1.854 0.282
H 0.086 2.720 1.681
H 0.860 1.283 1.805
H 1.842 -0.706 0.917
H 1.240 -1.006 2.260
O 1.611 -0.263 1.763
H 3.111 -2.225 -0.493
H 2.414 -3.080 0.505
O 2.301 -2.241 0.036
```

<Q>
This record from the Open Molecules 2025 dataset describes a 3-piece molecular cluster, C4H17N2O2 overall. The level of theory is wB97M-V/def2-TZVPD.

Values from the calculation:
net charge: +2
<S²>: 0.758
Kohn-Sham gap (spin up / spin down): 11.46 / 4.89 eV
multiplicity: 2

```
25
C4H17N2O2 (wB97M-V/def2-TZVPD)
C 1.106 -0.245 1.088
N 1.099 1.185 1.320
C -0.468 -0.645 0.722
N -0.537 -1.649 -0.279
C -1.684 -1.450 -1.234
C -1.145 -1.013 1.998
H 1.408 -0.802 1.867
H 1.715 -0.375 0.124
H 0.976 1.255 2.355
H 1.933 1.684 1.046
H -0.846 0.238 0.307
H -0.433 -2.644 0.193
H 0.255 -1.448 -0.885
H -2.252 -2.325 -1.437
H -1.293 -1.146 -2.194
H -2.588 -0.862 -0.994
H -1.080 -0.199 2.695
H -0.688 -1.926 2.535
H -2.262 -1.346 1.836
H -0.001 2.169 0.175
H 0.755 3.313 -0.184
O 0.173 2.728 -0.652
H 0.784 0.843 -3.251
H 1.146 1.134 -1.741
O 1.287 0.498 -2.494
```

Which one is most stable, and which one is least stable? <P> is the most stable of them, while <Q> is the least stable.

<P>
This record from the Open Molecules 2025 dataset describes the molecule C4H5FO2. The level of theory is wB97M-V/def2-TZVPD.

Values from the calculation:
Kohn-Sham gap: 9.41 eV

```
12
C4H5FO2 (wB97M-V/def2-TZVPD)
C 1.492 -0.391 -0.305
C 0.376 -0.153 0.696
C -1.646 -0.261 -0.205
C -1.293 1.009 -0.151
H 1.129 -0.182 -1.324
H 1.780 -1.434 -0.238
H 0.727 -0.280 1.720
H -2.502 -0.785 -0.644
H -1.790 1.910 -0.506
O -0.694 -1.042 0.419
O -0.114 1.184 0.533
F 2.535 0.427 0.005
```

<Q>
This record from the Open Molecules 2025 dataset describes a 2-piece molecular cluster, C4H5FO2 overall. The level of theory is wB97M-V/def2-TZVPD.

Values from the calculation:
Kohn-Sham gap (spin up / spin down): 8.44 / 6.46 eV

```
12
C4H5FO2 (wB97M-V/def2-TZVPD)
C -0.316 -0.374 -1.977
C -2.684 0.970 -1.182
C -0.055 0.304 0.482
C -0.101 -0.788 -0.567
O -0.214 -0.498 -3.141
O -3.660 0.314 -1.243
F -2.551 2.274 -1.722
H 0.619 0.943 -0.015
H 0.305 -0.111 1.365
H -1.044 0.807 0.681
H -0.907 -1.502 -0.234
H 0.866 -1.200 -0.468
```

<R>
This record from the Open Molecules 2025 dataset describes a 2-piece molecular cluster, C4H5FO2 overall. The level of theory is wB97M-V/def2-TZVPD.

Values from the calculation:
Kohn-Sham gap: 12.23 eV

```
12
C4H5FO2 (wB97M-V/def2-TZVPD)
C -2.616 1.335 -0.788
C -0.087 0.591 0.827
C 1.199 -0.489 -0.885
C 0.477 -0.704 0.462
O -3.121 0.857 0.096
O 0.321 1.709 0.682
F -1.096 0.317 1.713
H 0.440 -0.550 -1.712
H 1.953 -1.208 -1.065
H 1.560 0.527 -1.031
H 1.328 -0.910 1.208
H -0.357 -1.476 0.493
```

<S>
This record from the Open Molecules 2025 dataset describes the molecule C4H5FO2. The level of theory is wB97M-V/def2-TZVPD.

Values from the calculation:
Kohn-Sham gap: 11.12 eV

```
12
C4H5FO2 (wB97M-V/def2-TZVPD)
C 1.714 0.645 -0.036
C 1.015 -0.669 -0.037
C -1.312 0.654 0.106
C -0.506 -0.779 -0.116
O 2.018 1.637 -0.584
O 1.647 0.032 1.104
F 1.650 -1.813 -0.404
H -1.546 0.865 1.205
H -2.381 0.454 -0.472
H -0.841 1.541 -0.294
H -0.626 -1.164 -1.106
H -0.833 -1.404 0.635
```

Which one is most stable, and which one is least stable? <R> is the most stable of them, while <Q> is the least stable.

<P>
This record from the Open Molecules 2025 dataset describes a 2-piece molecular cluster, CHClO3S overall. The level of theory is wB97M-V/def2-TZVPD.

Values from the calculation:
Kohn-Sham gap (spin up / spin down): 7.31 / 7.23 eV

```
7
CHClO3S (wB97M-V/def2-TZVPD)
C -0.288 -1.929 0.524
O 0.071 -1.797 -0.536
O -0.638 -1.959 1.603
O -0.305 1.617 0.801
S 1.124 1.433 -2.049
Cl -0.525 1.383 -1.086
H 0.561 1.252 0.743
```

<Q>
This record from the Open Molecules 2025 dataset describes a 2-piece molecular cluster, CHClO3S overall. The level of theory is wB97M-V/def2-TZVPD.

Values from the calculation:
Kohn-Sham gap (spin up / spin down): 6.69 / 6.69 eV

```
7
CHClO3S (wB97M-V/def2-TZVPD)
C -1.858 1.239 -1.026
O -2.218 1.841 -1.971
O -1.069 0.586 -0.332
O -3.366 1.545 0.279
S 0.587 0.195 -1.018
Cl -4.317 2.492 -0.697
H 0.738 1.444 -0.920
```

Which one is most stable, and which one is least stable? <P> is the most stable of them, while <Q> is the least stable.

<P>
This record from the Open Molecules 2025 dataset describes C20H33N2NiO5P2 as an isolated structure. The level of theory is wB97M-V/def2-TZVPD.

Values from the calculation:
net charge: +1
<S²>: 2.034
Kohn-Sham gap (spin up / spin down): 3.44 / 3.37 eV
multiplicity: 3

```
63
C20H33N2NiO5P2 (wB97M-V/def2-TZVPD)
C -2.886 -1.075 0.176
C -2.248 -0.027 -0.711
P -1.004 1.347 -0.234
C -0.022 1.233 -1.878
C -0.326 0.080 -2.935
C 0.086 -1.471 -2.664
O -0.955 -2.336 -2.498
N 1.479 -1.990 -2.778
C 1.972 -2.887 -1.701
C 1.170 -3.550 -0.438
C 1.887 -4.491 0.745
C 3.508 -4.773 0.674
C 4.342 -4.139 -0.593
C 3.614 -3.217 -1.733
C 0.130 0.130 0.701
O 1.339 -0.316 0.004
C 2.289 -0.743 1.086
C -2.133 1.645 1.314
O -1.890 0.816 2.468
C -3.101 0.426 3.204
C -3.142 -1.168 3.712
O -4.157 1.203 3.451
C 0.082 2.886 0.125
C 1.544 2.688 0.805
C 2.986 2.445 0.072
N 1.599 2.819 2.200
P -2.587 2.630 -1.169
C -2.095 4.453 -1.265
O -2.826 2.179 -2.872
H -3.903 -0.865 0.728
H -2.307 -2.091 0.355
H -2.793 -0.126 -1.772
H -0.326 2.231 -2.477
H 1.151 1.449 -1.768
H -1.420 0.056 -3.417
H 0.340 0.366 -3.894
H 1.778 -2.243 -3.744
H 0.027 -3.343 -0.321
H 1.205 -4.890 1.622
H 3.986 -5.406 1.536
H 5.491 -4.348 -0.650
H 4.260 -2.756 -2.597
H 0.498 0.472 1.775
H -0.376 -0.918 0.980
H 1.730 -1.526 1.790
H 3.109 -1.397 0.517
H 2.745 0.165 1.669
H -2.108 2.775 1.697
H -3.278 1.519 0.993
H -2.187 -1.724 3.260
H -4.071 -1.755 3.254
H -3.051 -1.272 4.874
H 0.391 3.462 -0.880
H -0.429 3.724 0.786
H 3.275 3.408 -0.566
H 3.895 2.304 0.829
H 3.037 1.538 -0.663
H 2.581 2.711 2.537
H -1.123 4.697 -1.878
H -2.999 5.038 -1.778
H -2.045 4.877 -0.150
H -2.276 2.866 -3.381
Ni -3.463 -3.794 3.466
```

<Q>
This record from the Open Molecules 2025 dataset describes C20H33N2NiO5P2 as an isolated structure. The level of theory is wB97M-V/def2-TZVPD.

Values from the calculation:
net charge: +1
<S²>: 2.015
Kohn-Sham gap (spin up / spin down): 5.08 / 4.28 eV
multiplicity: 3

```
63
C20H33N2NiO5P2 (wB97M-V/def2-TZVPD)
C 2.471 -1.207 -1.442
C 1.209 -0.929 -1.839
P -0.572 -1.195 -0.774
C -1.314 0.369 -1.577
C -0.458 1.295 -2.414
C 0.650 2.083 -1.765
O 1.801 1.786 -1.979
N 0.259 3.221 -1.043
C 0.866 3.557 0.200
C 1.974 2.911 0.750
C 2.455 3.285 2.002
C 1.844 4.302 2.729
C 0.750 4.959 2.173
C 0.261 4.583 0.928
C 0.108 -0.343 0.750
O -0.384 0.973 0.876
C -0.314 1.428 2.223
C 0.201 -2.896 -0.306
O 1.049 -2.788 0.817
C 2.178 -3.551 0.800
C 3.319 -2.864 1.479
O 2.230 -4.618 0.276
C -2.294 -1.639 -0.040
C -2.688 -1.099 1.316
C -3.416 0.207 1.406
N -2.446 -1.845 2.312
P -1.134 -2.500 -2.857
C -2.834 -3.111 -2.895
O -1.074 -1.524 -4.151
H 2.977 -2.122 -1.747
H 3.007 -0.529 -0.776
H 1.168 -0.681 -2.904
H -2.060 -0.008 -2.284
H -1.945 0.881 -0.860
H -0.055 0.836 -3.312
H -1.146 2.051 -2.812
H 0.073 4.026 -1.624
H 2.460 2.109 0.221
H 3.304 2.749 2.403
H 2.224 4.562 3.705
H 0.270 5.757 2.720
H -0.609 5.079 0.519
H -0.099 -0.916 1.653
H 1.202 -0.285 0.717
H 0.690 1.273 2.623
H -0.476 2.502 2.201
H -1.059 0.925 2.838
H -0.584 -3.631 -0.127
H 0.758 -3.288 -1.155
H 3.017 -1.844 1.763
H 4.172 -2.784 0.769
H 3.623 -3.369 2.392
H -3.076 -1.275 -0.712
H -2.447 -2.712 0.036
H -4.392 0.120 0.924
H -3.602 0.476 2.443
H -2.893 1.031 0.930
H -2.785 -1.428 3.178
H -3.600 -2.340 -2.819
H -2.960 -3.638 -3.843
H -2.955 -3.853 -2.109
H -1.956 -1.233 -4.425
Ni 5.058 -1.292 1.521
```

Which one is most stable, and which one is least stable? <Q> is the most stable of them, while <P> is the least stable.